1.
The molecule C23H30N2O4. Source: OMol25; level of theory: the ωB97M-V functional and the def2-TZVPD basis.

CARTESIAN COORDINATES (ANGSTROEM)
C1 4.91509 2.82474 1.09342
O1 4.83122 1.65625 0.31175
C2 3.62321 1.31747 -0.21142
C3 3.60309 0.17169 -0.99802
C4 2.42429 -0.26899 -1.58630
O2 2.53516 -1.39025 -2.35303
C5 1.39687 -1.85124 -3.03512
C6 1.24157 0.42947 -1.36879
C7 1.26351 1.57014 -0.57623
C8 0.02781 2.37569 -0.33324
O3 0.03937 3.59216 -0.29926
N1 -1.09386 1.64120 -0.15590
C9 -2.37942 2.24954 0.12214
C10 -3.39497 1.97948 -1.00925
C11 -4.47844 0.98031 -0.56623
N2 -3.96068 -0.15507 0.16484
C12 -3.21969 -1.08086 -0.67160
C13 -2.92345 -2.40521 0.05308
C14 -1.43060 -2.72763 0.08940
O4 -0.75116 -1.65968 0.71868
C15 0.58587 -1.78417 0.98817
C16 1.38843 -2.82844 0.55061
C17 2.73796 -2.83262 0.86446
C18 3.29259 -1.81495 1.61550
C19 2.48733 -0.77850 2.05999
C20 1.14452 -0.75827 1.74972
C21 -3.29040 0.25771 1.39875
C22 -2.93612 1.75101 1.45596
C23 2.44480 2.02716 -0.01049
H1 4.29022 2.75462 1.98946
H2 4.62839 3.71242 0.52167
H3 5.96005 2.90714 1.38848
H4 4.51418 -0.37820 -1.16282
H5 1.01392 -1.10198 -3.73600
H6 0.59958 -2.13794 -2.34125
H7 1.72016 -2.73045 -3.59048
H8 0.31781 0.11985 -1.83110
H9 -1.01192 0.64169 -0.04551
H10 -2.17104 3.32301 0.18535
H11 -3.87598 2.91010 -1.30998
H12 -2.86144 1.59249 -1.87905
H13 -5.02299 0.61383 -1.44009
H14 -5.20009 1.48193 0.08351
H15 -3.84553 -1.27575 -1.54694
H16 -2.27027 -0.65944 -1.03984
H17 -3.43006 -3.23346 -0.44222
H18 -3.30372 -2.34643 1.07169
H19 -1.26354 -3.66064 0.64324
H20 -1.05531 -2.86110 -0.93670
H21 0.98146 -3.63772 -0.03580
H22 3.35556 -3.64439 0.51071
H23 4.34485 -1.82438 1.85254
H24 2.90849 0.01879 2.65322
H25 0.50704 0.04434 2.08732
H26 -2.38227 -0.33122 1.52924
H27 -3.95866 0.02817 2.23994
H28 -3.81990 2.34125 1.70114
H29 -2.20021 1.91337 2.24524
H30 2.40730 2.93195 0.57346

Properties
E_LUMO = 0.622 eV
Total charge = 0
DFT total energy = -35507.760 eV
Molecular weight = 398.50 g mol⁻¹
E_HOMO = -8.2 eV
Relative energy (zero: lowest compared OMol25 entry of this formula, charge and spin) = 233.7 kJ/mol
Orbital gap = 8.86 eV

2.
The molecule C4H7BN2O2. Source: OMol25; level of theory: the ωB97M-V functional and the def2-TZVPD basis.

CARTESIAN COORDINATES (ANGSTROEM)
C1 1.63724 1.34571 -0.96317
B1 0.46753 0.57526 -0.37430
C2 -0.10264 -0.75019 -0.99651
N1 -0.54243 -1.67669 0.06424
C3 -1.11449 -1.20765 1.20725
O1 -1.66405 -2.05798 1.92162
N2 -1.24376 0.14500 1.39624
C4 -0.36459 1.06808 0.88599
O2 -0.32773 2.08077 1.53406
H1 2.12119 0.74034 -1.86802
H2 2.51927 1.54677 -0.22536
H3 1.33890 2.26022 -1.24294
H4 -1.04682 -0.45466 -1.72798
H5 0.55780 -1.38688 -1.70843
H6 -0.39413 -2.62818 -0.08515
H7 -1.84128 0.40007 2.18246

Properties
E_LUMO = -0.738 eV
Total charge = 0
DFT total energy = -12012.892 eV
Molecular weight = 125.92 g mol⁻¹
E_HOMO = -9.6 eV
Relative energy (zero: lowest compared OMol25 entry of this formula, charge and spin) = 335.1 kJ/mol
Orbital gap = 8.87 eV

3.
A 2-piece molecular cluster, C3H11N3O overall. Source: OMol25; level of theory: the ωB97M-V functional and the def2-TZVPD basis.

CARTESIAN COORDINATES (ANGSTROEM)
C1 0.27663 -1.67293 0.27403
C2 -1.99591 -1.68493 0.91922
O1 -0.97034 -0.99564 0.24743
H1 -2.16843 -2.66857 0.46854
H2 0.20945 -2.62210 -0.26624
H3 0.58402 -1.87109 1.30561
H4 1.00176 -1.00502 -0.20950
H5 -2.89815 -1.08222 0.82928
H6 -1.75106 -1.82020 1.97895
C3 1.25966 1.77041 -0.54942
N1 -0.28010 1.51799 -0.79837
N2 1.36553 2.97923 -0.14255
N3 1.89990 0.69595 -0.83853
H7 -0.73883 2.35922 -0.44520
H8 2.31653 3.26453 0.05388
H9 -0.58039 0.65472 -0.31397
H10 -0.43165 1.39894 -1.79846
H11 2.90136 0.78172 -0.71469

Properties
E_LUMO = 0.706 eV
Total charge = 0
DFT total energy = -9805.528 eV
Molecular weight = 105.14 g mol⁻¹
E_HOMO = -7.7 eV
Relative energy (zero: lowest compared OMol25 entry of this formula, charge and spin) = 238.6 kJ/mol
Orbital gap = 8.44 eV

4.
The molecule C4H10BN. Source: OMol25; level of theory: the ωB97M-V functional and the def2-TZVPD basis.

CARTESIAN COORDINATES (ANGSTROEM)
C1 -0.49232 -1.83268 -0.23440
N1 -0.16656 -0.54268 0.36455
C2 -0.13831 -0.71407 1.89523
B1 0.14038 0.51127 -0.46850
C3 0.43623 1.22390 -1.76098
C4 0.45393 2.02200 -0.43830
H1 0.14313 -2.57493 0.14895
H2 -1.60232 -2.16779 0.07258
H3 -0.40103 -1.86571 -1.32720
H4 0.46789 -1.58276 2.14412
H5 0.13438 0.16611 2.28865
H6 -1.10155 -0.72028 2.33010
H7 1.43194 1.44519 -2.22442
H8 -0.34232 1.38300 -2.42547
H9 -0.34122 2.70791 -0.09731
H10 1.37775 2.54152 -0.26759

Properties
E_LUMO = 0.759 eV
Total charge = 0
DFT total energy = -6475.020 eV
Molecular weight = 82.94 g mol⁻¹
E_HOMO = -8.9 eV
Relative energy (zero: lowest compared OMol25 entry of this formula, charge and spin) = 203.2 kJ/mol
Orbital gap = 9.64 eV

5.
C26H39As3CdF5N2O6P2S3 as an isolated structure. Source: OMol25; level of theory: the ωB97M-V functional and the def2-TZVPD basis.

CARTESIAN COORDINATES (ANGSTROEM)
Cd1 -0.66510 1.53216 1.67656
N1 -2.00145 -0.56209 5.03966
C1 -0.81625 -1.38248 4.56858
C2 -0.58656 -2.56709 5.48700
P1 0.55529 -0.13696 4.61462
O1 0.46876 0.23769 6.21481
O2 1.86084 -0.76755 4.33679
O3 -0.04038 1.04549 3.91417
P2 -1.31134 -1.88082 2.85012
O4 -2.70221 -2.66333 3.24853
O5 -1.75096 -0.59836 2.21743
O6 -0.35846 -2.84244 2.25949
H1 -1.83503 -0.22428 5.98811
H2 -2.86765 -1.10055 4.97074
H3 -2.07566 0.24631 4.39851
H4 -0.37466 -2.24831 6.51055
H5 0.27582 -3.11656 5.11184
H6 -1.44652 -3.24115 5.49807
H7 1.24056 -0.13510 6.65363
H8 -2.57833 -3.60669 3.09926
S1 1.26465 3.17099 1.57173
C3 1.30401 3.52785 -0.11046
N2 0.34323 3.45157 -0.98213
C4 0.77010 3.83987 -2.24192
C5 -0.03308 3.88066 -3.38240
C6 0.52214 4.26658 -4.58935
C7 1.87045 4.61910 -4.68041
C8 2.67961 4.59500 -3.55675
C9 2.12284 4.20644 -2.34453
S2 2.85698 4.06200 -0.78062
H9 -1.07825 3.61434 -3.30816
H10 -0.09910 4.29758 -5.47589
H11 2.28616 4.91760 -5.63451
H12 3.72424 4.87258 -3.62131
C10 -1.36894 -1.58794 -0.75496
As1 -0.76149 0.26418 -0.76202
C11 -2.11424 0.97356 -1.97495
C12 0.72212 0.27142 -2.06244
C13 2.04105 -0.48234 -1.84734
C14 2.93080 -0.14429 -3.05537
C15 2.80195 0.02201 -0.60819
As2 2.14898 -0.37613 1.22686
C16 2.78139 -2.21952 1.45125
C17 3.71487 0.45693 2.05325
C18 1.84283 -1.99956 -1.71782
As3 1.20775 -3.23260 -3.13466
C19 2.84079 -3.36110 -4.22660
C20 0.17477 -2.17079 -4.43350
H13 -1.32219 -2.01356 -1.75839
H14 -2.40391 -1.57505 -0.41241
H15 -0.79329 -2.18865 -0.05404
H16 -1.88431 0.68105 -3.00094
H17 -2.14733 2.05578 -1.88702
H18 -3.08587 0.57055 -1.69543
H19 0.95071 1.33138 -2.18787
H20 0.26391 -0.05641 -2.99644
H21 3.16452 0.92336 -3.05694
H22 2.44119 -0.37826 -4.00214
H23 3.87178 -0.69783 -3.00716
H24 2.86020 1.11614 -0.64878
H25 3.83184 -0.35013 -0.65518
H26 3.73247 -2.37324 0.93548
H27 2.03614 -2.93123 1.10443
H28 2.91233 -2.35790 2.52402
H29 4.62431 0.02199 1.63180
H30 3.67398 0.27216 3.12347
H31 3.69107 1.52917 1.86615
H32 1.18821 -2.20449 -0.87121
H33 2.80455 -2.45159 -1.44868
H34 3.65646 -3.72779 -3.60296
H35 3.12846 -2.40919 -4.66728
H36 2.66664 -4.08684 -5.02158
H37 -0.77980 -1.86029 -4.01090
H38 -0.03115 -2.83858 -5.27160
H39 0.70799 -1.29718 -4.80457
F1 -6.83939 -1.30769 0.42170
C21 -5.95746 -0.36829 0.79074
C22 -5.44023 -0.35730 2.07047
F2 -5.83750 -1.28317 2.95512
C23 -4.52601 0.61052 2.43148
F3 -4.10463 0.58549 3.71037
C24 -4.06363 1.59246 1.55956
S3 -2.86796 2.78801 2.01861
C25 -4.64718 1.57352 0.29182
F4 -4.32696 2.50800 -0.61056
C26 -5.56148 0.61059 -0.09916
F5 -6.07374 0.62061 -1.33923

Properties
E_LUMO = 2.299 eV
Total charge = -1
DFT total energy = -294621.370 eV
Molecular weight = 1065.92 g mol⁻¹
E_HOMO = -5.1 eV
Relative energy (zero: lowest compared OMol25 entry of this formula, charge and spin) = 0.0 kJ/mol
Orbital gap = 7.40 eV

6.
The molecule C7H11NO. Source: OMol25; level of theory: the ωB97M-V functional and the def2-TZVPD basis.

CARTESIAN COORDINATES (ANGSTROEM)
C1 -1.06707 0.69772 0.73279
C2 -0.67617 1.43230 -1.25129
C3 -1.66938 0.90735 1.87100
C4 -0.00877 -0.22551 0.21319
C5 -0.68695 -1.65491 0.12743
C6 1.20521 -0.12602 1.19239
C7 1.17337 0.09991 -2.05148
N1 0.28730 0.54897 -1.00642
O1 -0.77601 2.42415 -1.91203
H1 -1.37879 0.35748 2.68856
H2 -2.52684 1.53495 1.93044
H3 0.08459 -2.42360 0.41662
H4 -0.94630 -1.86633 -0.90528
H5 -1.57548 -1.76807 0.68841
H6 2.16049 -0.41373 0.70694
H7 1.12393 -0.69122 2.18346
H8 1.28448 0.89490 1.47705
H9 0.62137 0.13227 -3.11318
H10 1.88425 0.97563 -2.18312
H11 1.48678 -0.83625 -1.80547

Properties
E_LUMO = 0.658 eV
Total charge = 0
DFT total energy = -10970.943 eV
Molecular weight = 125.17 g mol⁻¹
E_HOMO = -8.3 eV
Relative energy (zero: lowest compared OMol25 entry of this formula, charge and spin) = 418.1 kJ/mol
Orbital gap = 8.92 eV

7.
A 2-piece molecular cluster, C9H14 overall. Source: OMol25; level of theory: the ωB97M-V functional and the def2-TZVPD basis.

CARTESIAN COORDINATES (ANGSTROEM)
C1 1.92786 -1.66986 -0.18729
C2 0.73268 -1.17882 0.58759
C3 0.80065 -0.95725 1.95316
C4 -0.39631 -0.90704 2.68409
C5 -1.62504 -1.08224 2.08846
C6 -1.71193 -1.22049 0.69686
C7 -0.53030 -1.19045 -0.00716
H1 1.81569 -1.49486 -1.25460
H2 1.93829 -2.75300 -0.13025
H3 2.86032 -1.20262 0.12530
H4 1.71984 -0.95194 2.52107
H5 -0.32881 -0.82225 3.76360
H6 -2.46228 -1.01693 2.76939
H7 -2.66455 -1.45690 0.23519
H8 -0.51862 -1.27176 -1.08692
C8 -0.53190 1.83351 -1.48801
C9 0.15262 3.01173 -2.16845
H9 -1.34729 2.01786 -0.78333
H10 -1.05890 1.20159 -2.21600
H11 0.15999 1.16471 -0.98147
H12 -0.03157 3.99506 -1.72794
H13 1.23725 2.85484 -2.18057
H14 -0.13768 3.09711 -3.21275

Properties
E_LUMO = 0.997 eV
Total charge = 0
DFT total energy = -9559.625 eV
Molecular weight = 122.21 g mol⁻¹
E_HOMO = -9.0 eV
Relative energy (zero: lowest compared OMol25 entry of this formula, charge and spin) = 53.7 kJ/mol
Orbital gap = 9.97 eV

8.
C20H21N4O2Pd as an isolated structure. Source: OMol25; level of theory: the ωB97M-V functional and the def2-TZVPD basis.

CARTESIAN COORDINATES (ANGSTROEM)
Pd1 -0.72574 -0.15190 0.30629
O1 -4.18376 -0.61485 2.23346
C1 -3.21774 -0.20550 1.61816
N1 -2.39948 -0.93565 0.84060
C2 -2.51596 -2.37576 0.79913
C3 -1.29325 -2.95060 0.14581
C4 -1.20321 -4.29457 -0.18708
C5 -0.05030 -4.77721 -0.77410
C6 1.00026 -3.90312 -1.02377
C7 0.84696 -2.57915 -0.68223
N2 -0.26954 -2.10926 -0.10838
C8 -2.79454 1.24382 1.63738
C9 -3.55432 2.21338 2.25329
C10 -3.12798 3.53137 2.18820
C11 -1.96172 3.82800 1.50131
C12 -1.24537 2.79895 0.91640
N3 -1.64787 1.53225 0.99517
H1 -3.41356 -2.69701 0.26280
H2 -2.60099 -2.78088 1.81507
H3 -2.04280 -4.94512 0.01597
H4 0.03104 -5.82278 -1.03872
H5 1.92053 -4.23874 -1.47880
H6 1.63568 -1.85723 -0.85159
H7 -4.46025 1.90639 2.75736
H8 -3.70083 4.31791 2.66039
H9 -1.59973 4.84227 1.41547
H10 -0.32864 2.98141 0.37717
O2 -0.64888 1.36857 -2.79786
C13 0.52472 0.58937 -2.98623
C14 1.79571 1.39313 -2.80631
C15 1.94561 2.04127 -1.41390
C16 2.34676 1.13881 -0.26894
C17 3.70669 1.01090 0.00814
C18 4.14148 0.25467 1.07828
C19 3.19586 -0.35095 1.88876
C20 1.86677 -0.18880 1.56769
N4 1.43058 0.52188 0.51166
H11 -0.77158 1.94988 -3.55599
H12 0.51913 0.08654 -3.95794
H13 0.47088 -0.18955 -2.23152
H14 1.81099 2.19212 -3.55182
H15 2.65546 0.75294 -3.02506
H16 1.01448 2.55069 -1.16750
H17 2.71401 2.81070 -1.48735
H18 4.41626 1.52461 -0.62632
H19 5.19807 0.15606 1.28872
H20 3.47336 -0.93041 2.75724
H21 1.09678 -0.63884 2.18150

Properties
E_LUMO = -2.782 eV
Total charge = +1
DFT total energy = -34611.924 eV
Molecular weight = 455.83 g mol⁻¹
E_HOMO = -11.5 eV
Orbital gap = 8.73 eV